(1)
This record from OMol25 describes a molecular structure, C2H12N3PbS. The level of theory is ωB97M-V with the def2-TZVPD basis set.

Properties
Relative energy (zero: lowest compared OMol25 entry of this formula, charge and spin), kJ/mol: 89.1
Orbital gap (alpha / beta), eV: 3.63 / 2.80
LUMO level (alpha / beta), eV: 3.148 / 3.024
Total charge: -1
HOMO energy (alpha / beta), Ha: -0.0176 / 0.0082

Last column: Mulliken charge in e.
Positions of all 19 atoms, in Å:
C -0.872 1.413 -2.928  -0.9839
Pb -0.732 -0.255 -0.562  -0.2406
N 1.112 -1.842 -1.172  -1.5402
H -0.464 1.034 1.757  0.0726
H -0.196 1.503 -2.041  0.1663
H -1.395 2.372 -3.074  0.2871
H -1.647 0.636 -2.856  0.1697
H -0.286 1.201 -3.834  0.3585
H 0.994 -2.778 -0.760  0.4076
H 2.056 -1.529 -0.926  0.3065
H 1.095 -1.955 -2.191  0.6725
N -0.001 -1.130 4.458  -0.4561
C 0.077 0.035 3.796  0.7482
N -0.031 1.174 4.487  -0.4124
S 0.485 0.051 2.043  -1.1024
H -0.124 -1.146 5.464  0.1176
H 0.043 -1.998 3.945  0.1544
H 0.019 2.052 3.995  0.1424
H -0.134 1.162 5.502  0.1322

Cartesian forces, eV/Å:
-0.08 0.78 -0.84
-0.93 -0.07 0.35
1.05 -1.14 -0.01
0.50 -0.68 0.11
-0.53 -0.04 -0.85
0.19 -0.19 0.07
0.35 0.16 0.19
-0.07 0.06 0.34
-0.02 0.20 -0.25
-0.09 0.08 0.00
-0.16 0.02 0.26
-0.17 -1.93 1.46
0.54 -0.63 -3.30
-0.19 1.99 1.67
-0.42 1.26 1.50
0.07 -0.22 -0.52
-0.16 0.26 0.26
-0.06 -0.18 0.32
0.18 0.25 -0.75

***

(2)
This record from OMol25 describes a single C4H8O2 molecule. The level of theory is ωB97M-V with the def2-TZVPD basis set.

Properties
Relative energy (zero: lowest compared OMol25 entry of this formula, charge and spin), kJ/mol: 131.0
Orbital gap, eV: 10.32
LUMO level, eV: 0.868
Total charge: 0
HOMO energy, Ha: -0.3474
SMILES: COCC(C)=O

Last column: Mulliken charge in e.
Positions of all 14 atoms, in Å:
C -1.842 0.501 -0.261  -0.6707
O -0.977 0.221 0.814  -0.3585
C -0.199 -0.930 0.626  -0.4235
C 1.132 -0.703 -0.096  0.6492
C 1.679 0.703 -0.147  -1.0122
O 1.722 -1.644 -0.565  -0.5584
H -2.510 -0.350 -0.466  0.3037
H -2.445 1.361 0.037  0.2393
H -1.295 0.748 -1.185  0.2841
H 0.040 -1.323 1.623  0.3030
H -0.736 -1.724 0.088  0.3292
H 2.750 0.654 -0.352  0.3540
H 1.483 1.248 0.778  0.3060
H 1.202 1.262 -0.960  0.2549

Cartesian forces, eV/Å:
-0.18 0.09 -0.18
0.02 -0.02 0.09
0.10 -0.25 0.01
-0.10 0.24 0.10
0.10 0.03 -0.04
0.01 -0.10 -0.03
0.12 0.13 0.03
0.08 -0.11 -0.10
-0.06 -0.05 0.15
0.05 0.06 -0.14
0.01 0.14 0.06
-0.11 0.00 0.02
-0.02 -0.07 -0.07
-0.03 -0.09 0.10

***

(3)
This record from OMol25 describes 2 unconnected molecules or ions with the total composition C4H7NO. The level of theory is ωB97M-V with the def2-TZVPD basis set.

Properties
Relative energy (zero: lowest compared OMol25 entry of this formula, charge and spin), kJ/mol: 514.8
Orbital gap, eV: 9.30
LUMO level, eV: 0.704
Total charge: 0
HOMO energy, Ha: -0.3157

Last column: Mulliken charge in e.
Positions of all 13 atoms, in Å:
O 2.569 1.506 -0.449  -0.6574
C 0.413 -0.199 -0.532  -0.6088
C -0.060 -1.524 0.033  -0.4040
C -1.233 -0.646 -0.121  -0.0179
N -1.333 0.217 1.053  -0.5193
C -0.391 0.756 0.106  -0.0454
H 2.480 1.282 0.484  0.3050
H 2.016 0.828 -0.887  0.5168
H 0.134 -1.747 1.082  0.2507
H 0.095 -2.357 -0.647  0.2479
H -1.996 -0.665 -0.889  0.3641
H -2.183 0.779 1.036  0.2816
H -0.512 1.771 -0.269  0.2867

Cartesian forces, eV/Å:
0.13 0.02 0.08
-0.05 0.09 0.07
-0.06 -0.18 0.04
-0.40 -0.42 -0.13
-0.06 -0.04 0.01
0.13 0.31 -0.15
0.12 0.09 -0.09
0.04 0.13 -0.03
-0.05 0.02 -0.10
-0.05 0.12 0.13
0.10 0.03 0.11
0.08 -0.04 -0.02
0.06 -0.14 0.09

***

(4)
This record from OMol25 describes a single C4H10N2 molecule. The level of theory is ωB97M-V with the def2-TZVPD basis set.

Properties
Relative energy (zero: lowest compared OMol25 entry of this formula, charge and spin), kJ/mol: 374.6
Orbital gap, eV: 6.74
LUMO level, eV: 0.752
Total charge: 0
HOMO energy, Ha: -0.2201

Last column: Mulliken charge in e.
Positions of all 16 atoms, in Å:
N -0.895 0.467 0.751  -0.6574
C 0.567 1.217 -0.068  0.1777
C 1.055 -0.195 -0.213  -0.7100
H -1.857 0.811 0.709  0.2976
H -0.704 0.242 1.726  0.3674
H 0.996 1.855 0.699  0.3663
H 1.538 -0.386 -1.170  0.3542
H 1.714 -0.465 0.612  0.2666
N 0.272 1.892 -1.239  -0.5029
C -0.315 -0.982 -0.050  -0.1105
C -0.423 -2.184 0.642  -0.9784
H -0.107 1.326 -1.986  0.2283
H -0.228 2.763 -1.144  0.2389
H -0.863 -0.959 -0.992  0.1820
H -0.961 -3.020 0.223  0.2550
H 0.211 -2.382 1.498  0.2253

Cartesian forces, eV/Å:
1.22 1.45 -0.19
-1.83 -0.53 0.94
-0.76 -0.39 0.39
0.11 0.17 -0.27
0.07 0.14 -0.10
-0.06 -0.02 -0.10
0.06 -0.06 0.08
0.05 -0.04 -0.11
-0.16 0.01 0.11
1.08 -1.11 -0.71
0.32 0.31 -0.29
0.06 -0.06 0.05
0.10 -0.02 0.04
-0.10 0.04 0.07
-0.33 0.14 0.12
0.15 -0.02 -0.04

***

(5)
This record from OMol25 describes a single C3H5N3O molecule. The level of theory is ωB97M-V with the def2-TZVPD basis set.

Properties
Relative energy (zero: lowest compared OMol25 entry of this formula, charge and spin), kJ/mol: 417.1
Orbital gap, eV: 9.44
LUMO level, eV: 0.765
Total charge: 0
HOMO energy, Ha: -0.3189
SMILES: [H]/N=c1/ccon1N

Last column: Mulliken charge in e.
Positions of all 12 atoms, in Å:
H -2.398 -0.816 -0.349  0.2523
N -1.603 -1.464 -0.153  -0.6517
C -0.532 -0.707 -0.174  0.3580
C 0.808 -1.287 0.061  -0.3814
C 1.688 -0.274 -0.001  -0.1329
O 1.224 0.900 -0.310  -0.3366
N -0.246 0.686 -0.476  0.2548
N -1.108 1.570 0.183  -0.5661
H 1.029 -2.335 0.324  0.3431
H 2.810 -0.389 0.075  0.3398
H -1.071 2.404 -0.295  0.2637
H -0.601 1.714 1.115  0.2572

Cartesian forces, eV/Å:
0.27 -0.72 0.17
0.85 3.51 -0.39
0.99 -2.43 0.25
-0.05 0.21 0.32
2.21 -3.09 0.25
-2.19 1.93 0.21
-1.49 -1.32 -0.97
2.75 -2.06 2.94
-0.29 0.93 -0.31
-1.45 0.52 -0.05
-0.05 2.38 -1.30
-1.53 0.14 -1.12

***

(6)
This record from OMol25 describes 8 unconnected molecules or ions with the total composition C19H32N10O4. The level of theory is ωB97M-V with the def2-TZVPD basis set.

Properties
Orbital gap, eV: 8.86
LUMO level, eV: -0.781
Total charge: 0
HOMO energy, Ha: -0.3543
SMILES: NC(N)(N)COC(=O)OCC=O.CC#N.CC#N.CC#N.CC#N.CC#N.CC#N.CC#N

Last column: Mulliken charge in e.
Positions of all 65 atoms, in Å:
N 2.441 -2.446 4.193  -0.5506
C 1.664 -2.952 3.046  0.2322
N 2.485 -2.948 1.774  -0.6602
N 1.290 -4.407 3.253  -0.6761
C 0.274 -2.174 2.746  0.3352
O 0.119 -0.882 3.422  -0.2592
C -0.968 -0.235 2.744  0.3925
O -0.889 1.012 2.589  -0.5582
O -2.088 -0.919 2.211  -0.1855
C -2.915 -1.508 3.248  -0.2815
C -3.289 -3.002 2.721  0.0502
O -3.991 -3.118 1.678  -0.4888
H 2.835 -1.507 4.038  0.2989
H 1.939 -2.517 5.085  0.2995
H 2.625 -1.952 1.530  0.3435
H 1.818 -3.328 1.070  0.2286
H 0.708 -4.469 4.115  0.3326
H 0.603 -4.591 2.490  0.3050
H -0.585 -2.860 3.057  -0.2394
H 0.178 -1.973 1.619  0.0321
H -2.354 -1.663 4.243  0.2536
H -3.910 -0.974 3.414  0.3914
H -2.953 -3.947 3.294  0.3343
C -0.189 -4.769 -1.609  -0.9146
C -0.070 -3.335 -1.192  0.4093
N 0.023 -2.205 -0.863  -0.4047
H 0.793 -5.157 -1.885  0.3043
H -0.588 -5.363 -0.785  0.2809
H -0.859 -4.852 -2.466  0.3507
C 0.700 3.583 1.327  -0.3743
C 0.812 5.022 1.732  0.3083
N 0.901 6.154 2.050  -0.4292
H 1.682 3.196 1.052  0.2430
H 0.306 2.993 2.156  -0.0327
H 0.029 3.489 0.472  0.3392
C 2.654 2.266 3.974  -0.4753
C 3.125 1.054 4.713  0.3275
N 3.497 0.098 5.293  -0.5176
H 3.187 2.354 3.026  0.2441
H 1.584 2.184 3.775  0.0439
H 2.837 3.162 4.570  0.3700
C -6.763 -4.892 0.802  -0.6028
C -7.920 -5.716 1.283  0.2478
N -8.829 -6.364 1.662  -0.3632
H -5.836 -5.260 1.244  0.1984
H -6.690 -4.955 -0.284  0.2835
H -6.905 -3.850 1.090  0.2446
C 0.737 0.043 -3.243  -0.5734
C 1.250 1.446 -3.360  0.3191
N 1.654 2.550 -3.452  -0.4495
H 0.993 -0.365 -2.265  0.1047
H -0.347 0.033 -3.361  0.2660
H 1.185 -0.582 -4.018  0.2948
C 0.795 6.116 -4.146  -0.6025
C 0.268 6.402 -5.519  0.3987
N -0.148 6.627 -6.600  -0.4529
H 1.604 6.809 -3.907  0.2697
H -0.002 6.233 -3.410  0.3228
H 1.176 5.094 -4.100  0.1319
C 2.566 5.816 -8.471  -0.4541
C 3.995 5.437 -8.720  0.2504
N 5.119 5.138 -8.915  -0.3831
H 1.905 5.019 -8.815  0.2747
H 2.405 5.976 -7.405  -0.0010
H 2.327 6.734 -9.009  0.2724

Cartesian forces, eV/Å:
-0.68 -0.52 -1.35
-0.14 -0.21 -0.03
-1.25 0.41 1.02
-0.77 1.25 -0.05
-0.27 -0.87 -0.59
-3.00 -0.18 -2.34
1.06 4.76 0.05
-0.39 -4.99 0.61
1.55 0.51 2.12
-0.30 -2.50 0.73
-2.18 0.51 -2.87
2.70 0.24 3.90
-0.51 -0.80 0.35
0.28 0.33 -0.65
-0.06 -0.68 -0.06
0.89 0.52 0.37
0.67 0.07 -0.70
0.68 -0.15 0.68
1.05 0.95 -0.30
0.18 -0.49 1.61
-0.75 0.63 -1.50
1.55 -0.35 -0.42
-0.31 1.35 -0.62
0.08 0.85 0.23
0.17 2.32 0.65
-0.25 -3.56 -0.96
-0.07 0.11 0.05
0.03 0.12 -0.05
0.05 0.09 0.10
0.07 0.91 0.28
0.21 2.34 0.62
-0.26 -3.50 -0.96
-0.07 0.12 -0.01
-0.06 0.11 -0.15
0.05 0.05 0.11
0.24 -0.68 0.46
0.75 -1.84 1.16
-1.08 3.02 -1.69
0.01 -0.06 0.13
0.10 -0.12 0.09
0.02 -0.13 -0.02
-0.72 -0.53 0.31
-1.90 -1.35 0.76
2.82 2.00 -1.16
-0.12 0.05 -0.02
-0.06 -0.03 0.11
0.00 -0.13 -0.01
0.37 0.87 -0.06
0.82 2.27 -0.24
-1.28 -3.34 0.30
-0.05 0.10 -0.10
0.11 0.07 0.04
0.00 0.14 0.04
-0.28 0.12 -0.83
-0.90 0.49 -2.19
1.32 -0.71 3.33
-0.10 -0.03 -0.09
0.04 0.01 -0.13
-0.05 0.06 -0.04
0.94 -0.24 -0.16
2.33 -0.62 -0.43
-3.47 0.92 0.61
0.10 0.07 0.04
0.04 -0.02 -0.15
0.06 -0.09 0.06

***

Looking at total energy for the records above, in order, we have -22816.7084, -8371.9236, -7794.3092, -7286.7372, -9706.2607, -43307.3423 eV.